1.
C20H24N6PdS2Se as an isolated structure, computed with the ωB97M-V functional and the def2-TZVPD basis.

XYZ file:
```
54
C20H24N6PdS2Se | OMol25 | the ωB97M-V functional and the def2-TZVPD basis
Pd 0.133 0.724 0.204
Se -3.130 3.107 -6.303
S 2.213 1.608 0.691
S -0.219 0.799 2.402
N -3.660 3.161 -4.611
N -1.739 1.668 -0.440
N -0.243 -1.525 0.372
N 0.559 -2.106 1.410
N 0.420 0.757 -1.825
N -1.637 2.228 -5.923
C 3.536 2.292 2.963
C 0.964 -4.216 0.115
C -2.775 2.114 0.256
C -0.852 -4.053 1.849
C 0.546 -3.595 1.446
C 0.612 0.907 -4.577
C 1.610 0.310 -3.836
C 1.165 1.455 4.623
C -1.599 2.082 -4.624
C -0.578 1.334 -2.533
C -3.858 2.760 -0.334
C -3.868 2.937 -1.697
C 2.290 1.767 2.329
C -2.786 2.467 -2.448
C 1.481 0.257 -2.455
C -1.732 1.841 -1.784
C 1.133 1.376 3.138
C -0.503 1.432 -3.923
C 1.553 -3.962 2.532
C -2.720 2.599 -3.896
H -4.673 3.107 0.286
H 1.987 0.846 5.009
H 2.489 -0.109 -4.304
H 3.791 3.262 2.536
H -0.111 -2.005 -0.521
H -4.691 3.427 -2.200
H -1.593 -3.862 1.067
H -2.750 1.953 1.326
H -1.215 -1.691 0.622
H 0.674 0.980 -5.655
H -1.169 -3.556 2.766
H 1.957 -3.873 -0.190
H 1.613 -5.043 2.640
H 1.349 2.485 4.937
H 2.248 -0.190 -1.836
H 4.371 1.621 2.751
H 2.554 -3.602 2.278
H 0.232 1.109 5.061
H 0.254 -4.019 -0.693
H 3.442 2.397 4.039
H 1.511 -1.800 1.231
H 1.261 -3.533 3.490
H -0.857 -5.128 2.022
H 1.009 -5.300 0.215
```

As for the HOMO energy: -14.25 eV. The charge is +2. The frontier orbital gap comes out at 5.70 eV.

Atomic partial charges in e from the natural (NBO) method, atoms 1 to 2: 0.7225, 1.0673

***

2.
C45H43N5O6PSe2W as an isolated structure in a non-equilibrium geometry, computed with the ωB97M-V functional and the def2-TZVPD basis.

XYZ file:
```
103
C45H43N5O6PSe2W | OMol25 | the ωB97M-V functional and the def2-TZVPD basis
W 0.123 0.292 -1.949
Se 1.025 2.472 -3.206
Se -1.282 0.066 -4.105
P 0.640 -0.596 1.557
O 2.102 0.201 -1.377
O -1.481 0.024 -1.033
O 0.194 -1.701 -1.945
O -1.776 -8.254 0.160
O -2.445 -6.834 1.644
O 1.566 -3.112 -3.038
N 1.332 -0.266 -3.853
N 0.286 3.912 0.892
N -1.485 2.576 -2.241
N 0.309 1.827 -0.376
N -1.865 -7.130 0.614
C 2.923 -4.093 1.422
C 1.835 -0.489 -0.347
C -1.302 -4.750 0.365
C -2.757 -0.382 3.793
C -2.126 5.179 -2.921
C 1.657 -2.086 1.279
C -1.249 -2.407 2.635
C 3.443 2.050 2.943
C -2.648 3.113 -1.860
C 0.313 2.799 0.233
C -0.617 3.335 -2.912
C -3.603 -0.068 0.061
C -3.108 -1.664 -1.817
C 0.756 4.960 3.060
C 1.891 -1.605 -6.193
C 2.634 1.286 2.116
C 2.907 -1.257 -5.307
C 1.296 6.142 0.913
C 1.644 0.461 2.656
C -3.188 -1.701 3.875
C 1.979 -3.230 1.979
C -0.909 4.645 -3.295
C -2.437 -2.709 3.289
C 3.533 -3.817 0.202
C -0.798 -1.089 2.564
C 0.801 6.310 2.348
C 2.590 -0.635 -4.121
C 3.272 2.009 4.321
C 0.379 -0.558 -4.735
C 3.218 -2.667 -0.506
C -1.224 -6.033 -0.145
C -3.011 4.409 -2.171
C -1.582 -0.079 3.128
C -0.117 3.964 2.309
C 1.477 0.430 4.042
C 0.389 5.189 0.153
C 0.580 -1.279 -5.900
C -0.574 -6.330 -1.331
C 0.030 -5.295 -2.025
C -2.876 -0.260 -1.253
C -0.042 -3.995 -1.538
C -0.708 -3.725 -0.348
C 2.272 -1.810 0.050
C 2.286 1.201 4.867
C 0.654 -2.895 -2.281
H 2.132 -2.142 -7.102
H -4.109 -1.940 4.390
H 2.781 1.337 1.045
H -3.855 -1.638 -2.611
H 0.758 4.967 -0.847
H -2.771 -3.739 3.345
H -0.619 5.608 0.060
H -0.192 5.218 -3.868
H -0.250 -1.539 -6.541
H -4.676 -0.208 -0.083
H -1.268 0.956 3.043
H 3.333 -0.398 -3.374
H -3.227 0.480 -1.975
H 1.765 4.549 3.143
H 1.326 7.098 0.389
H 2.149 1.157 5.940
H -3.456 -2.347 -1.040
H 4.260 -4.512 -0.199
H -3.346 0.410 4.239
H -2.386 6.192 -3.205
H -3.311 2.473 -1.287
H 3.676 -2.451 -1.463
H 0.365 5.066 4.073
H -0.009 2.962 2.724
H -0.543 -7.350 -1.685
H 1.536 -3.457 2.941
H -3.256 -0.803 0.787
H 0.727 -0.205 4.489
H 3.936 -1.515 -5.513
H -2.199 -2.064 -2.242
H 3.909 2.602 4.966
H -3.966 4.800 -1.848
H 2.313 5.738 0.916
H 0.572 -5.484 -2.942
H -0.201 6.754 2.337
H 3.193 -4.996 1.956
H -3.430 0.928 0.468
H -1.825 -4.574 1.294
H -0.680 -3.208 2.174
H 4.212 2.675 2.508
H -0.770 -2.707 0.007
H 1.446 6.999 2.894
H -1.171 4.258 2.358
```

The expectation value of S² is 2.024. As for the HOMO energy (spin up / spin down): -9.21 / -9.97 eV. The spin multiplicity is 3. The charge is +1. The frontier orbital gap (spin up / spin down) comes out at 5.61 / 6.06 eV.

Atomic partial charges in e from the Löwdin method, atoms 1 to 2: 1.4959, 0.7926

***

3.
One molecule with the formula C3H5ClFN in a non-equilibrium geometry, computed with the ωB97M-V functional and the def2-TZVPD basis.

XYZ file:
```
11
C3H5ClFN | OMol25 | the ωB97M-V functional and the def2-TZVPD basis
Cl 0.989 -0.245 -1.957
F 0.344 -1.234 0.339
N -1.511 -0.063 2.181
C -0.783 1.079 1.580
C -0.190 0.996 0.112
C 0.242 -0.147 -0.405
H -0.997 -0.934 2.135
H -0.130 1.894 -0.418
H -0.038 1.483 2.306
H -1.406 1.936 1.462
H -2.370 -0.237 1.736
```

As for the HOMO energy: -9.47 eV. The charge is 0. The frontier orbital gap comes out at 10.35 eV.

Atomic partial charges in e from the natural (NBO) method, atoms 1 to 2: 0.0068, -0.3161

***

Calculated ΔE to the lowest compared entry with this formula, charge and spin in order - 0.058; 3.006; 0.213 eV